Entry 1:
A cluster of 2 separate species, C17H16N2O4S2 in total at a distorted geometry. Source: the OMol25 dataset; level of theory: the ωB97M-V functional and the def2-TZVPD basis.

Last column: natural (NBO) charge in e.
Cartesian coordinates (Å):
C (0.72422, -1.74438, 2.51030)  -0.1852
C (0.17199, -0.84516, 1.68923)  -0.6216
S (0.88015, -0.61976, 0.08650)  2.1718
O (2.08063, -1.42757, 0.03817)  -0.9425
O (-0.14941, -0.71735, -0.92811)  -0.9229
C (1.61059, 1.02396, -0.07414)  -0.3412
C (1.09518, 1.90321, -1.02552)  -0.1767
C (1.92995, 2.88171, -1.57567)  -0.2219
C (3.24936, 3.01853, -1.11495)  -0.1834
C (3.75205, 2.15184, -0.12727)  -0.2432
C (2.91561, 1.17772, 0.41126)  -0.1008
S (-1.49804, -0.24499, 2.06656)  2.1573
O (-1.42218, 0.54968, 3.27060)  -0.9315
O (-2.39197, -1.38468, 2.00279)  -0.9276
C (-2.11428, 0.90343, 0.83535)  -0.3253
C (-3.03636, 0.53490, -0.14476)  -0.1532
C (-3.42620, 1.49281, -1.08640)  -0.2195
C (-2.89669, 2.78757, -1.01495)  -0.1893
C (-2.21477, 3.19342, 0.13879)  -0.2136
C (-1.83146, 2.24064, 1.07520)  -0.1913
H (1.74187, -2.09552, 2.39617)  0.2372
H (0.19510, -1.91594, 3.45388)  0.2281
H (0.05699, 1.83090, -1.32862)  0.2440
H (1.55676, 3.52033, -2.38336)  0.2210
H (3.90431, 3.78560, -1.55215)  0.2186
H (4.79607, 2.22852, 0.20131)  0.2220
H (3.29457, 0.52776, 1.19116)  0.2214
H (-3.41232, -0.48453, -0.14927)  0.2455
H (-4.13912, 1.22397, -1.86752)  0.2250
H (-3.04212, 3.49520, -1.83447)  0.2198
H (-1.96328, 4.23837, 0.33067)  0.2232
H (-1.28123, 2.50437, 1.97394)  0.2509
C (-0.92283, -3.29637, -0.56085)  -0.0639
C (-0.52402, -4.08187, -1.63550)  -0.1211
N (0.71656, -4.58047, -1.27081)  -0.5304
C (1.04077, -4.07232, -0.02617)  0.1898
N (0.08159, -3.27534, 0.39339)  -0.5272
H (-1.82394, -2.73369, -0.41766)  0.2201
H (-1.01008, -4.24594, -2.58935)  0.2207
H (1.33381, -5.15341, -1.84269)  0.4162
H (1.97220, -4.29517, 0.48492)  0.2007

Total charge: 0
HOMO energy: -8.45 eV
SMILES: C=C(S(=O)(=O)c1ccccc1)S(=O)(=O)c1ccccc1.c1c[nH]cn1
HOMO-LUMO gap: 8.5914 eV

***

Entry 2:
A cluster of 2 separate species, C4H8ClN in total at a distorted geometry. Source: the OMol25 dataset; level of theory: the ωB97M-V functional and the def2-TZVPD basis.

Last column: natural (NBO) charge in e.
Cartesian coordinates (Å):
C (0.86612, -0.51428, 0.86764)  0.3203
C (0.64601, -1.82719, 0.38297)  -0.7307
C (-1.01212, 0.73334, -1.33408)  -0.6757
C (-0.56907, 1.47395, -0.14658)  -0.2766
N (1.60472, -0.16895, 1.75896)  -0.4542
Cl (1.55149, 1.43990, 2.37051)  0.0973
H (-0.30472, -2.23405, 0.89462)  0.2575
H (1.53725, -2.51093, 0.43179)  0.2466
H (0.39160, -1.78097, -0.71999)  0.2312
H (-1.11380, 1.27688, -2.21630)  0.2199
H (-2.14481, 0.33450, -1.18873)  0.1956
H (-0.44921, -0.17542, -1.43045)  0.2144
H (-1.26723, 1.83884, 0.53855)  0.1770
H (0.26379, 2.11437, -0.20891)  0.1774

Total charge: 0
HOMO energy (spin up / spin down): -8.14 / -8.29 eV
HOMO-LUMO gap (spin up / spin down): 8.4191 / 7.9355 eV

***

Entry 3:
A cluster of 8 separate species, C33H61FO9S in total at a distorted geometry. Source: the OMol25 dataset; level of theory: the ωB97M-V functional and the def2-TZVPD basis.

Last column: Mulliken charge in e.
Cartesian coordinates (Å):
C (-0.11855, -7.64646, 0.89173)  -1.0865
C (-0.95152, -7.01698, 2.01617)  -0.3130
O (-0.57230, -5.70705, 2.40982)  -0.2382
S (-0.95242, -4.46828, 1.40836)  1.0448
C (-2.44668, -3.87901, 2.26898)  -0.9718
O (0.07321, -3.50912, 1.65077)  -0.5052
O (-1.34976, -4.95146, 0.12044)  -0.6302
H (-0.54225, -7.34213, -0.06292)  0.2988
H (-0.18819, -8.73481, 0.94734)  0.4059
H (0.93896, -7.44244, 1.04602)  0.2734
H (-2.03274, -7.11634, 1.89543)  0.3006
H (-0.76373, -7.66926, 2.87463)  0.3571
H (-2.86968, -3.08028, 1.67080)  0.3129
H (-2.03645, -3.67162, 3.25381)  0.3394
H (-3.12119, -4.72878, 2.34542)  0.3963
F (1.02875, 6.37611, 1.68867)  -0.2864
C (1.66516, 5.23852, 1.99566)  0.5074
C (2.92291, 5.34177, 2.61611)  -0.5069
C (3.70926, 4.23148, 2.83129)  -0.6072
C (3.39227, 2.99760, 2.24439)  -0.4752
C (2.22968, 2.93538, 1.52154)  -0.3270
C (1.32983, 4.01118, 1.44999)  -0.1250
H (3.40073, 6.30043, 2.77991)  0.3794
H (4.71529, 4.34007, 3.21950)  0.3205
H (4.03001, 2.12424, 2.24049)  0.4745
H (1.95958, 2.02813, 0.99390)  0.2715
H (0.36068, 3.79137, 1.02107)  0.3046
C (-0.87182, -0.32139, -1.64926)  -0.3518
C (-0.50911, -1.31532, -0.56594)  -0.6411
C (-0.25080, -0.41238, 0.63124)  0.3127
O (-0.98257, 0.82649, 0.36502)  -0.2454
C (-1.67147, 0.72940, -0.88237)  -0.0204
H (-1.30478, -0.77919, -2.52735)  0.6422
H (0.05363, 0.20748, -1.90275)  0.0689
H (0.34202, -1.96629, -0.76331)  0.4430
H (-1.36399, -1.98482, -0.42331)  -0.0878
H (0.82550, -0.21344, 0.65519)  -0.4006
H (-0.47737, -0.92177, 1.56881)  0.2911
H (-1.55499, 1.57882, -1.55839)  -0.4462
H (-2.71401, 0.49825, -0.65125)  0.3239
C (-0.75277, 0.54848, 4.84401)  -0.3430
C (-0.83673, 1.48376, 3.66470)  1.1627
C (-2.23824, 2.10144, 3.84841)  -0.3696
O (-2.59769, 1.90714, 5.21640)  -0.4873
C (-1.65981, 1.11450, 5.91916)  -0.5163
H (0.28142, 0.48291, 5.20551)  0.2685
H (-0.92599, -0.49188, 4.54643)  0.1235
H (-0.60811, 0.94501, 2.75418)  -0.8134
H (-0.15194, 2.32385, 3.81211)  0.0570
H (-2.95286, 1.61217, 3.17998)  0.2645
H (-2.24465, 3.17627, 3.66982)  0.1897
H (-2.17238, 0.33647, 6.48978)  0.2842
H (-1.05357, 1.68462, 6.63290)  0.2579
C (-2.52907, 2.42251, -5.22053)  -0.2440
C (-1.03469, 2.28649, -5.18226)  -0.3205
C (-0.77525, 0.80668, -5.28229)  -0.4167
O (-1.79833, 0.27344, -4.45526)  -0.2827
C (-3.00751, 1.03633, -4.72101)  -0.5956
H (-2.76782, 2.57032, -6.27554)  0.3682
H (-2.92843, 3.21285, -4.58960)  -0.0333
H (-0.66638, 2.61025, -4.20118)  0.0256
H (-0.53218, 2.90704, -5.92669)  0.4674
H (0.18745, 0.46330, -4.89725)  0.2323
H (-0.84020, 0.35503, -6.28407)  0.2873
H (-3.62095, 0.95217, -3.82550)  0.3049
H (-3.50966, 0.44444, -5.49442)  0.2529
C (0.86362, -3.92734, -4.08838)  -0.5568
C (2.17674, -4.25856, -4.83956)  -0.5939
C (2.54493, -2.85458, -5.39098)  -0.6064
O (1.51336, -1.96707, -5.03875)  -0.3560
C (0.91958, -2.43514, -3.82472)  0.3361
H (0.75910, -4.50489, -3.16456)  0.2705
H (0.04508, -4.17535, -4.76195)  0.3371
H (2.12073, -5.02703, -5.60476)  0.3548
H (3.02909, -4.51203, -4.20261)  0.2177
H (2.59512, -3.01641, -6.46974)  0.2956
H (3.47116, -2.47876, -4.95070)  0.3300
H (-0.12201, -2.12216, -3.75032)  -0.0782
H (1.40152, -2.17239, -2.87842)  0.0673
C (-1.82766, 4.74020, -1.70270)  0.0820
C (-1.88999, 5.21796, -0.26434)  0.4302
C (-3.32441, 5.69357, -0.05305)  -0.5497
O (-3.90075, 5.81674, -1.37183)  -0.4760
C (-2.87063, 5.66824, -2.33100)  -0.6486
H (-2.14157, 3.72468, -1.95827)  -0.3075
H (-0.81445, 4.86183, -2.08599)  0.4149
H (-1.07695, 5.92780, -0.11641)  0.2599
H (-1.65766, 4.37980, 0.39829)  -0.4387
H (-3.43014, 6.63769, 0.48198)  0.2678
H (-3.90440, 4.95230, 0.49713)  0.3097
H (-2.38786, 6.66299, -2.39102)  0.2569
H (-3.18719, 5.52997, -3.36332)  0.4437
C (3.79363, -1.58128, 3.97587)  -0.7283
C (2.90589, -1.15421, 2.80909)  0.4733
C (3.37682, -2.14802, 1.74636)  -0.3126
O (4.75799, -2.41750, 1.94425)  -0.4695
C (5.08048, -2.01457, 3.26774)  -0.4952
H (3.31495, -2.40163, 4.51783)  0.2825
H (3.91302, -0.78816, 4.71367)  0.3585
H (3.18448, -0.15853, 2.44535)  -0.3435
H (1.82519, -1.16810, 2.92726)  0.2110
H (3.09893, -1.93827, 0.71459)  0.2505
H (2.80478, -3.05500, 1.99220)  0.1767
H (5.72056, -1.11876, 3.24087)  0.2383
H (5.72417, -2.66170, 3.86737)  0.3687

Total charge: 0
HOMO energy: -9.27 eV
SMILES: CCOS(C)(=O)=O.Fc1ccccc1.C1CCOC1.C1CCOC1.C1CCOC1.C1CCOC1.C1CCOC1.C1CCOC1
HOMO-LUMO gap: 9.6095 eV